Entry 1:
Formula: C3H12N4
Source: the Open Molecules 2025 dataset
Level of theory: ωB97M-V/def2-TZVPD

Output
ΔE to the lowest compared entry with this formula, charge and spin (kcal per mole): 123.58
HOMO (eV): -7.78
LUMO level (hartree): 0.035
E_tot (a.u.): -340.33347
F_max (eV Å⁻¹): 2.4

CARTESIAN COORDINATES (ANGSTROEM)
C -0.522 -0.016 -0.451
C 1.809 -1.521 1.804
C 1.836 -2.581 0.714
N -1.820 2.134 -0.521
N -0.708 1.266 -1.059
N 0.414 1.033 -0.370
N -2.508 2.665 -1.612
H -1.365 2.820 0.103
H -0.769 1.359 -2.086
H 1.354 -0.605 1.430
H -3.512 2.611 -1.454
H -2.249 3.614 -1.860
H -0.354 -0.862 -1.124
H -1.198 -0.226 0.378
H 1.246 -1.873 2.670
H 2.821 -1.289 2.130
H 2.339 -2.191 -0.174
H 2.362 -3.473 1.050
H 0.824 -2.865 0.433

Entry 2:
Formula: C3H12N5
Source: the Open Molecules 2025 dataset
Level of theory: ωB97M-V/def2-TZVPD

Output
ΔE to the lowest compared entry with this formula, charge and spin (kcal per mole): 144.66
Net charge: +1
HOMO (eV): -12.57
LUMO level (hartree): -0.111
E_tot (a.u.): -394.87635
F_max (eV Å⁻¹): 4.7

CARTESIAN COORDINATES (ANGSTROEM)
C 2.003 -0.686 -0.462
C -2.709 0.307 -0.422
C -0.287 0.742 -0.267
N 1.833 1.261 0.120
N 0.536 1.352 0.496
N 0.212 -1.542 0.889
N 0.711 -0.996 -0.363
N -1.481 0.415 0.331
H 2.699 -1.050 0.156
H 2.250 -0.481 -1.529
H 2.165 1.428 -0.910
H -2.430 -0.488 -1.150
H -3.504 0.201 0.230
H -2.963 1.140 -1.066
H -0.219 0.873 -1.405
H 2.402 1.685 0.769
H 0.918 -1.582 1.634
H -0.059 -2.501 0.693
H -0.628 -1.103 1.110
H -1.449 1.025 1.146

Entry 3:
Formula: C3H12N7
Source: the Open Molecules 2025 dataset
Level of theory: ωB97M-V/def2-TZVPD

Output
ΔE to the lowest compared entry with this formula, charge and spin (kcal per mole): 193.40
Net charge: +1
HOMO (eV): -12.66
LUMO level (hartree): -0.125
E_tot (a.u.): -504.34481
F_max (eV Å⁻¹): 3.9

CARTESIAN COORDINATES (ANGSTROEM)
C -0.118 -1.841 0.263
C -1.215 -1.573 -0.465
C 0.992 -0.933 0.681
N -1.277 -0.297 -1.067
N 0.878 0.404 0.001
N 2.344 -1.370 0.471
N -2.502 0.089 -1.250
N 1.861 1.353 0.530
N -0.795 2.124 -0.249
N -0.478 0.819 0.067
H 0.026 -2.838 0.661
H -1.921 -2.292 -0.840
H 0.750 -0.813 1.693
H 2.559 -1.980 -0.363
H 3.068 -0.746 0.805
H -3.325 -0.284 -0.775
H -2.677 0.916 -1.780
H 2.551 1.558 -0.177
H 1.721 1.831 1.372
H -1.121 2.786 0.509
H -0.349 2.551 -1.027
H -0.971 0.535 0.940

Entry 4:
Formula: C3H12NO
Source: the Open Molecules 2025 dataset
Level of theory: ωB97M-V/def2-TZVPD

Output
ΔE to the lowest compared entry with this formula, charge and spin (kcal per mole): 34.44
Net charge: +1
HOMO (eV): -15.03
LUMO level (hartree): -0.115
E_tot (a.u.): -251.21546
F_max (eV Å⁻¹): 2.6

CARTESIAN COORDINATES (ANGSTROEM)
C 2.450 0.476 0.509
O 1.806 -0.796 0.067
H 1.899 1.325 0.100
H 3.475 0.394 0.206
H 2.272 0.618 1.577
H 2.517 -1.411 -0.135
C -1.690 1.039 -0.666
N -0.780 -0.089 -0.480
C -1.323 -1.152 0.444
H -1.379 1.794 -1.395
H -1.682 1.623 0.250
H -2.706 0.714 -0.870
H -0.644 -0.521 -1.414
H 0.214 0.053 -0.088
H -2.136 -1.622 -0.116
H -0.592 -1.898 0.736
H -1.703 -0.545 1.276

Entry 5:
Formula: C3H12NO2
Source: the Open Molecules 2025 dataset
Level of theory: ωB97M-V/def2-TZVPD

Output
ΔE to the lowest compared entry with this formula, charge and spin (kcal per mole): 81.06
HOMO (spin up / spin down) (eV): -3.44 / -7.29
LUMO level (spin up / spin down) (hartree): 0.003 / 0.002
Spin multiplicity: 2
E_tot (a.u.): -326.53561
F_max (eV Å⁻¹): 5.1

CARTESIAN COORDINATES (ANGSTROEM)
C -3.301 0.383 0.485
C -2.392 1.096 -0.479
C -1.097 1.397 -0.329
N -0.023 0.512 0.394
H -3.735 1.002 1.403
H -4.286 0.135 0.069
H -2.962 -0.538 1.034
H -2.851 1.802 -1.133
H -0.553 2.300 -0.397
H 0.909 0.253 0.058
H 0.319 1.118 1.244
H -0.581 -0.254 0.784
H 2.901 -0.988 -0.491
H 3.650 0.230 0.181
O 2.861 0.018 -0.366
H 3.657 -2.700 -1.498
H 3.981 -3.241 -0.323
O 3.501 -2.524 -0.636

Entry 6:
Formula: C3H12NO2
Source: the Open Molecules 2025 dataset
Level of theory: ωB97M-V/def2-TZVPD

Output
ΔE to the lowest compared entry with this formula, charge and spin (kcal per mole): 47.55
Net charge: +1
HOMO (eV): -14.97
LUMO level (hartree): -0.171
E_tot (a.u.): -326.43733
F_max (eV Å⁻¹): 4.9

CARTESIAN COORDINATES (ANGSTROEM)
C 0.581 1.613 1.458
C -0.572 1.361 0.510
C -1.623 -0.515 -0.602
N -0.564 -0.103 0.098
H 0.502 1.018 2.456
H 0.496 2.754 1.516
H 1.671 1.403 1.126
H -0.618 1.952 -0.328
H -1.392 1.658 1.023
H -1.942 -1.549 -0.734
H -2.292 0.303 -1.000
H 0.037 -0.860 0.600
H 0.707 -2.560 1.889
H 1.764 -2.469 0.865
O 0.872 -2.283 0.979
H 0.304 -1.150 -3.434
H 1.443 -0.156 -3.478
O 0.626 -0.416 -2.942

> Look up the E_tot of the fourth one.

-251.21546 a.u.

> Among the records above, which one has the lowest E_tot?

C3H12N7